# 1
# C61H39N8NiO4

C61H39N8NiO4 as an isolated structure (ωB97M-V/def2-TZVPD, the Open Molecules 2025 dataset).

Values from the calculation:
Frontier orbital gap (spin up / spin down), eV: 5.8942 / 5.8934
Energy above the lowest of the compared OMol25 structures with the same formula, charge and spin, kcal per mole: 0.0
2S+1: 1
Net charge: -1
Energy, eV: -125046.322
LUMO energy (spin up / spin down), eV: 1.27 / 1.27

Structure (XYZ):
```
113
Properties=species:S:1:pos:R:3:forces:R:3
Ni -1.758 0.034 -0.013 -0.48 -0.17 -0.34
C -3.232 6.235 4.145 0.00 0.00 0.01
C -4.342 5.640 3.560 0.00 0.00 0.01
C -4.186 4.506 2.774 -0.01 -0.02 0.01
C -2.924 3.960 2.566 -0.01 0.07 0.03
C -1.809 4.562 3.147 0.09 0.02 -0.06
C -1.969 5.695 3.935 -0.03 0.00 -0.01
C -2.735 2.738 1.731 0.00 -0.11 0.12
C -2.436 2.892 0.391 0.00 -0.03 -0.10
C -2.478 4.162 -0.288 -0.03 0.02 0.10
C -2.299 3.907 -1.597 -0.01 -0.02 -0.15
C -2.107 2.481 -1.722 0.16 -0.07 -0.16
C -1.809 1.845 -2.920 0.00 -0.04 0.29
C -1.803 2.637 -4.176 -0.15 0.25 -0.18
C -2.998 3.107 -4.723 0.10 -0.05 0.12
C -3.001 3.855 -5.890 0.03 0.05 -0.08
C -1.806 4.149 -6.534 -0.03 -0.04 0.04
C -0.610 3.692 -5.997 -0.02 0.00 -0.02
C -0.610 2.945 -4.828 0.05 -0.05 0.03
C -1.429 0.508 -2.986 -0.04 0.12 -0.03
N -1.291 -0.330 -1.924 0.07 -0.07 0.55
C -0.718 -1.467 -2.416 -0.16 0.02 0.02
C -0.325 -2.565 -1.667 -0.02 -0.02 0.13
C 0.489 -3.614 -2.342 0.08 -0.03 -0.03
C -0.088 -4.577 -3.164 0.00 0.00 0.01
C 0.701 -5.518 -3.812 0.00 -0.01 -0.01
C 2.080 -5.507 -3.644 0.01 0.01 0.00
C 2.664 -4.553 -2.822 0.00 -0.01 0.01
C 1.874 -3.613 -2.174 -0.04 0.00 -0.01
C -0.639 -2.719 -0.326 -0.08 0.11 -0.08
C -0.390 -3.926 0.415 0.02 -0.06 0.03
C -1.000 -3.777 1.611 0.01 -0.08 0.04
C -1.592 -2.466 1.615 -0.02 0.12 -0.05
N -1.352 -1.833 0.433 0.00 0.29 -0.02
C -2.292 -1.938 2.695 0.03 -0.05 0.00
C -2.734 -0.629 2.746 0.06 0.02 -0.09
C -3.211 -0.004 3.958 -0.03 -0.02 0.04
C -3.264 1.319 3.710 -0.03 0.03 0.05
C -2.862 1.496 2.335 -0.01 0.07 -0.09
N -2.591 0.297 1.758 0.28 -0.01 -0.28
C -2.467 -2.792 3.908 -0.01 -0.01 0.00
C -1.460 -2.864 4.867 0.01 0.01 0.00
C -1.616 -3.657 5.995 -0.02 0.00 0.00
C -2.784 -4.385 6.180 0.02 0.01 0.00
C -3.794 -4.314 5.231 0.00 0.00 0.00
C -3.635 -3.522 4.102 0.00 0.00 -0.02
C -0.540 -1.361 -3.837 -0.03 -0.03 -0.06
C -1.006 -0.142 -4.197 0.00 -0.05 -0.10
N -2.181 1.887 -0.494 0.13 -0.27 0.14
H -3.351 7.118 4.762 0.00 -0.01 -0.01
H -5.329 6.058 3.716 0.01 -0.01 0.00
H -5.049 4.035 2.316 0.00 0.00 0.00
H -0.827 4.131 2.962 -0.08 -0.03 0.05
H -1.100 6.156 4.389 -0.01 -0.01 -0.01
H -2.634 5.112 0.196 -0.01 -0.02 0.00
H -2.276 4.608 -2.416 0.01 -0.02 0.01
H -3.929 2.882 -4.216 0.00 -0.01 -0.01
H -3.940 4.210 -6.298 0.01 -0.01 0.00
H -1.807 4.731 -7.448 0.00 0.00 0.01
H 0.328 3.921 -6.487 -0.01 0.00 0.00
H 0.328 2.594 -4.410 -0.08 0.03 0.01
H -1.164 -4.582 -3.294 0.00 0.00 0.00
H 0.239 -6.262 -4.448 0.00 0.01 0.01
H 2.695 -6.239 -4.152 -0.01 0.01 0.01
H 3.739 -4.537 -2.686 -0.01 0.01 -0.01
H 2.322 -2.862 -1.532 -0.02 -0.04 0.02
H 0.151 -4.782 0.044 -0.01 0.04 0.00
H -1.054 -4.485 2.424 0.00 0.03 -0.01
H -3.423 -0.522 4.880 0.01 0.01 -0.03
H -3.531 2.119 4.381 0.01 -0.02 -0.02
H -0.556 -2.282 4.723 0.00 -0.01 -0.01
H -0.826 -3.700 6.735 0.00 0.00 0.00
H -2.907 -5.002 7.061 0.00 0.00 -0.01
H -4.709 -4.877 5.369 0.00 0.00 0.00
H -4.422 -3.464 3.359 0.01 0.00 0.01
H -0.129 -2.129 -4.474 -0.03 -0.02 0.02
H -1.064 0.278 -5.189 0.02 0.02 0.06
N 6.834 -2.065 -7.675 0.00 0.00 0.00
C 6.231 -1.793 -6.734 0.08 -0.04 -0.13
C 5.482 -1.455 -5.561 -0.09 0.03 0.13
C 6.143 -1.038 -4.407 -0.04 0.00 0.00
C 5.419 -0.708 -3.277 0.02 0.00 -0.01
C 4.030 -0.807 -3.285 0.05 0.01 -0.01
C 3.368 -1.236 -4.434 -0.07 -0.02 -0.02
C 4.090 -1.549 -5.568 0.04 0.01 0.00
N 3.293 -0.491 -2.137 0.01 0.05 -0.06
C 3.668 -0.684 -0.817 0.03 -0.05 0.06
C 2.580 -0.346 -0.073 -0.05 0.01 0.09
N 1.550 0.062 -0.887 0.09 0.16 0.05
C 1.999 -0.031 -2.100 -0.04 -0.09 0.00
H 7.221 -0.960 -4.404 0.00 0.00 0.00
H 5.926 -0.354 -2.390 0.00 0.00 0.00
H 2.291 -1.352 -4.422 0.05 0.01 0.00
H 3.580 -1.888 -6.459 0.00 0.00 0.00
H 4.635 -1.071 -0.549 -0.01 0.01 0.00
H 2.457 -0.375 0.999 0.01 0.04 -0.10
H 1.445 0.205 -2.996 0.07 0.03 0.02
O 0.647 2.677 2.426 -0.03 0.00 0.07
C 0.754 1.438 2.487 0.06 -0.20 -0.18
O 0.118 0.547 1.888 0.12 0.17 0.03
C 1.852 0.895 3.424 -0.02 0.12 0.12
C 2.036 -0.476 3.561 -0.04 -0.05 0.01
C 3.014 -0.990 4.403 0.06 -0.02 0.04
C 3.829 -0.135 5.127 -0.04 0.00 -0.04
C 3.630 1.230 4.979 -0.01 0.02 -0.01
C 2.661 1.762 4.145 0.02 -0.07 0.01
N 4.492 2.143 5.745 0.13 0.12 0.08
O 5.376 1.657 6.434 -0.10 0.01 -0.06
O 4.290 3.339 5.656 -0.02 -0.11 -0.01
H 1.384 -1.121 2.982 0.00 0.00 0.03
H 3.145 -2.061 4.497 -0.01 0.01 0.00
H 4.599 -0.499 5.790 0.00 0.01 0.00
H 2.518 2.827 4.038 0.00 0.00 0.01
```
Forces are in eV/Å.

---

# 2
# C23H21FN2O3

One molecule with the formula C23H21FN2O3 at a distorted geometry (ωB97M-V/def2-TZVPD, the Open Molecules 2025 dataset).

Values from the calculation:
Frontier orbital gap, eV: 8.3797
Energy above the lowest of the compared OMol25 structures with the same formula, charge and spin, kcal per mole: 0.0
2S+1: 1
Net charge: 0
Structure (SMILES): O=C(c1ccc2c(c1)OCO2)[C@@H]1CCCN(Cc2ccc3cccc(F)c3n2)C1
Energy, eV: -36031.851
LUMO energy, eV: 0.15

Structure (XYZ):
```
50
Properties=species:S:1:pos:R:3:forces:R:3
O 2.653 -1.725 2.418 0.09 0.03 -0.03
C 1.647 -1.477 1.797 -0.41 -0.06 -0.12
C 0.820 -0.252 2.028 -0.03 0.25 0.27
C -0.528 -0.353 2.345 0.24 -0.09 -0.05
C -1.319 0.775 2.541 -0.01 0.40 0.06
C -0.719 1.997 2.358 0.54 -0.09 -0.08
C 0.633 2.105 2.027 -0.51 -0.16 0.11
C 1.431 0.999 1.880 -0.09 0.26 0.02
O 0.963 3.428 1.895 0.29 -0.41 -0.07
C -0.213 4.151 2.183 -0.09 1.26 0.04
O -1.264 3.249 2.453 -0.17 -0.48 0.12
C 1.167 -2.281 0.617 0.51 -0.36 -0.08
C 1.638 -3.733 0.591 -0.24 0.06 -0.01
C 1.215 -4.380 -0.727 0.15 0.16 -0.05
C 1.704 -3.552 -1.924 -0.04 -0.21 -0.03
N 1.322 -2.151 -1.869 0.00 0.17 -0.27
C -0.085 -1.921 -2.178 0.07 -0.23 -0.03
C -0.449 -0.475 -1.996 -0.18 0.02 0.04
C 0.287 0.536 -2.657 -0.06 0.35 0.00
C -0.029 1.844 -2.424 0.06 -0.31 -0.06
C -1.099 2.159 -1.557 -0.25 -0.35 0.25
C -1.504 3.477 -1.270 -0.07 0.22 0.07
C -2.568 3.711 -0.444 0.23 0.06 -0.21
C -3.272 2.646 0.134 -0.04 -0.49 -0.01
C -2.886 1.360 -0.127 -0.29 0.28 0.11
F -3.569 0.342 0.425 0.14 0.13 -0.11
C -1.792 1.065 -0.971 0.21 0.53 -0.20
N -1.441 -0.216 -1.188 -0.09 -0.53 0.10
C 1.757 -1.565 -0.626 -0.19 0.13 0.26
H -0.975 -1.327 2.474 -0.06 -0.14 -0.06
H -2.357 0.694 2.811 -0.16 -0.01 0.02
H 2.479 1.082 1.647 0.17 0.01 -0.03
H -0.045 4.795 3.062 -0.02 -0.22 -0.16
H -0.481 4.777 1.317 0.05 -0.22 0.15
H 0.077 -2.222 0.555 -0.02 0.05 0.03
H 1.213 -4.282 1.434 0.09 -0.02 0.04
H 2.725 -3.754 0.692 0.03 0.00 0.06
H 1.627 -5.387 -0.801 -0.06 -0.06 -0.03
H 0.127 -4.464 -0.758 -0.05 -0.08 -0.01
H 1.327 -3.976 -2.857 0.07 -0.01 -0.02
H 2.798 -3.579 -1.954 0.00 -0.09 -0.04
H -0.776 -2.515 -1.564 0.00 0.10 -0.08
H -0.232 -2.201 -3.227 -0.06 -0.05 0.06
H 1.094 0.250 -3.312 0.12 -0.01 -0.06
H 0.521 2.646 -2.896 0.05 0.05 -0.05
H -0.961 4.295 -1.722 0.03 0.10 -0.04
H -2.883 4.721 -0.228 -0.01 0.10 0.00
H -4.111 2.831 0.786 -0.09 -0.05 0.09
H 1.486 -0.507 -0.609 0.12 -0.03 0.03
H 2.848 -1.641 -0.587 0.01 0.04 0.09
```
Forces are in eV/Å.

---

# 3
# C7H11N

A 2-piece molecular cluster, C7H11N overall at a distorted geometry (ωB97M-V/def2-TZVPD, the Open Molecules 2025 dataset).

Values from the calculation:
Frontier orbital gap, eV: 9.6361
Energy above the lowest of the compared OMol25 structures with the same formula, charge and spin, kcal per mole: 127.0
2S+1: 1
Net charge: 0
Energy, eV: -8922.222
LUMO energy, eV: 0.98

Structure (XYZ):
```
19
Properties=species:S:1:pos:R:3:forces:R:3
C -3.088 0.204 -0.274 -0.08 0.46 -0.19
C 0.700 -0.071 1.530 1.15 -0.10 -2.15
C -0.840 -0.090 -0.128 2.37 -0.51 -5.17
C 0.424 -0.817 0.262 -0.59 3.91 0.89
C 0.325 0.731 0.265 -1.25 -2.22 2.39
C 1.239 -1.792 -0.383 -0.20 -0.96 -0.08
C 1.136 1.810 -0.246 2.10 1.12 -0.78
N -2.096 -0.181 0.414 -1.61 -0.07 -0.01
H -4.086 0.008 0.145 0.33 0.41 -0.27
H -2.995 0.771 -1.272 -0.03 -1.14 1.20
H 0.043 -0.379 2.258 -1.43 0.35 2.16
H 1.774 -0.020 1.788 -0.61 0.00 0.06
H -0.898 -0.189 -1.657 0.08 0.49 3.90
H 2.295 -1.791 -0.223 0.62 0.14 0.75
H 1.113 -1.723 -1.408 -0.35 -0.03 -2.33
H 0.759 -2.688 -0.062 0.38 -1.46 0.02
H 0.852 2.885 -0.031 -0.27 -1.34 -0.31
H 1.253 1.651 -1.388 0.34 0.58 1.81
H 2.090 1.684 0.410 -0.94 0.36 -1.88
```
Forces are in eV/Å.

---

# 4
# C9H26N2O7Tm

C9H26N2O7Tm as an isolated structure at a distorted geometry (ωB97M-V/def2-TZVPD, the Open Molecules 2025 dataset).

Values from the calculation:
Frontier orbital gap (spin up / spin down), eV: 6.5058 / 6.5052
Energy above the lowest of the compared OMol25 structures with the same formula, charge and spin, kcal per mole: 0.0
2S+1: 3
Net charge: +1
Energy, eV: -56588.404
LUMO energy (spin up / spin down), eV: -4.02 / -4.02

Structure (XYZ):
```
45
Properties=species:S:1:pos:R:3:forces:R:3
O -1.401 2.107 1.608 -0.04 -1.26 0.56
H -2.062 1.618 2.155 0.34 0.92 -0.98
Tm -0.268 0.358 0.660 0.89 1.09 0.53
N -0.209 -0.552 -1.621 -0.38 0.41 -2.58
N -0.657 1.994 -0.984 -1.91 -0.77 -2.44
O 0.044 -1.940 -1.975 0.06 2.29 -0.20
O -1.236 3.121 -0.497 0.76 -0.84 -1.42
C -0.535 0.262 -2.635 0.98 -2.48 1.71
C -0.815 1.657 -2.276 0.18 1.56 2.33
C -0.650 -0.190 -4.075 0.06 0.24 -0.27
C -1.289 2.652 -3.276 -0.19 0.30 0.03
H -0.704 -1.275 -4.258 -0.16 0.47 0.42
H 0.219 0.175 -4.640 -0.06 0.04 0.18
H -1.516 0.277 -4.568 0.22 -0.19 0.34
H -1.488 3.564 -2.710 -0.06 0.00 -0.28
H -2.199 2.369 -3.824 0.24 -0.07 0.26
H -0.505 2.854 -4.014 -0.09 -0.04 0.06
H 0.440 -1.846 -2.862 -0.15 -0.66 0.33
H -1.526 2.682 0.530 -0.01 0.60 0.50
O 1.731 1.671 0.211 0.90 0.29 -0.59
H 2.638 1.338 0.132 -0.18 0.08 0.23
H 1.671 2.375 -0.461 -0.12 -0.21 0.38
C -2.132 -0.777 0.878 -0.78 0.98 0.63
H -1.655 -1.540 1.508 -0.73 -0.80 -0.63
H -2.342 -0.834 -0.193 -0.16 -1.21 0.22
H -2.960 -0.253 1.374 0.10 -0.61 0.00
O -1.438 -4.277 -0.831 0.67 0.95 0.99
H -0.993 -3.421 -1.024 -0.54 -0.83 -0.02
H -1.453 -4.283 0.152 -0.20 -0.15 -0.97
C 2.242 -2.088 0.167 -0.15 0.06 0.09
O 1.378 -1.356 1.096 0.27 -0.52 0.30
C 1.679 -1.639 2.491 1.27 0.02 -0.41
C 0.932 -0.721 3.453 -0.40 0.09 -0.40
O 0.651 0.531 2.765 0.25 -0.69 0.46
C 0.768 1.794 3.469 0.19 0.11 0.60
H 1.816 -3.069 -0.089 0.04 0.38 0.24
H 3.262 -2.218 0.560 -0.44 0.14 0.21
H 2.311 -1.480 -0.735 -0.12 -0.09 0.07
H 1.560 -2.705 2.719 -0.52 0.20 -0.07
H 2.750 -1.472 2.613 0.14 0.20 -0.11
H -0.004 -1.221 3.742 0.04 0.54 0.08
H 1.561 -0.562 4.344 -0.33 0.04 -0.33
H 0.768 1.596 4.547 -0.03 0.11 -0.23
H 1.702 2.302 3.187 -0.22 -0.34 0.04
H -0.085 2.422 3.181 0.36 -0.36 0.14
```
Forces are in eV/Å.

---

# 5
# C5H14

A 2-piece molecular cluster, C5H14 overall at a distorted geometry (ωB97M-V/def2-TZVPD, the Open Molecules 2025 dataset).

Values from the calculation:
Frontier orbital gap (spin up / spin down), eV: 11.5251 / 3.5371
Energy above the lowest of the compared OMol25 structures with the same formula, charge and spin, kcal per mole: 19.6
2S+1: 2
Net charge: +1
Energy, eV: -5400.256
LUMO energy (spin up / spin down), eV: -3.12 / -11.10

Structure (XYZ):
```
19
Properties=species:S:1:pos:R:3:forces:R:3
C -0.559 -0.799 -2.559 -2.12 -1.01 0.75
C -1.827 0.058 -2.182 2.09 0.69 -0.39
H 0.361 -0.255 -2.737 -0.21 0.29 -0.34
H -0.361 -1.560 -1.800 0.15 0.03 0.17
H -0.933 -1.373 -3.407 0.87 -0.06 -0.33
H -2.647 -0.386 -1.628 0.11 -0.55 -0.23
H -2.144 0.463 -3.139 -0.56 0.21 0.22
H -1.453 0.893 -1.595 -0.30 0.41 0.20
C 0.534 -0.435 1.646 -1.13 -2.25 -0.54
C 0.050 0.859 2.330 1.01 2.66 -0.28
C 1.889 0.083 1.168 0.85 2.75 0.88
H 0.629 -1.275 2.334 -0.18 0.27 0.26
H -0.153 -0.734 0.860 0.28 -0.01 -0.36
H -0.201 1.629 1.588 -0.17 -0.69 -0.39
H 1.851 0.993 0.565 -0.18 -0.33 -0.48
H 0.782 1.468 2.893 -0.24 -0.38 0.56
H -0.772 0.638 3.039 0.26 -0.91 0.25
H 2.475 0.415 2.030 0.27 -0.56 -0.11
H 2.478 -0.683 0.596 -0.79 -0.57 0.14
```
Forces are in eV/Å.

---

# 6
# C2H4N6O

One molecule with the formula C2H4N6O at a distorted geometry (ωB97M-V/def2-TZVPD, the Open Molecules 2025 dataset).

Values from the calculation:
Frontier orbital gap, eV: 9.3134
Energy above the lowest of the compared OMol25 structures with the same formula, charge and spin, kcal per mole: 42.2
2S+1: 1
Net charge: 0
Structure (SMILES): [H]/N=C\n1nno/c1=N\N
Energy, eV: -13123.043
LUMO energy, eV: 0.41

Structure (XYZ):
```
13
Properties=species:S:1:pos:R:3:forces:R:3
H 0.305 -2.244 0.055 -0.02 -0.29 -0.05
N 1.325 -2.247 -0.030 -0.21 0.70 0.09
C 1.740 -1.055 -0.007 0.69 -0.88 -0.11
N 0.937 0.085 0.106 -1.35 -0.74 -0.45
N 1.383 1.335 0.081 -0.22 1.57 -0.36
N 0.434 2.149 -0.028 1.40 -0.54 0.40
O -0.763 1.443 -0.070 -0.26 -0.28 0.00
C -0.455 0.109 -0.046 -1.23 -0.11 0.05
N -1.270 -0.852 -0.100 1.41 -0.26 0.57
N -2.649 -0.696 -0.024 0.61 1.17 -0.85
H 2.799 -0.851 -0.112 0.03 0.36 0.13
H -2.895 0.232 0.321 -0.19 -0.32 0.11
H -2.935 -1.430 0.579 -0.65 -0.38 0.49
```
Forces are in eV/Å.

---

# 7
# C2H9N3

C2H9N3 as an isolated structure at a distorted geometry (ωB97M-V/def2-TZVPD, the Open Molecules 2025 dataset).

Values from the calculation:
Frontier orbital gap (spin up / spin down), eV: 8.4925 / 8.4918
Energy above the lowest of the compared OMol25 structures with the same formula, charge and spin, kcal per mole: 148.2
2S+1: 1
Net charge: 0
Energy, eV: -6684.081
LUMO energy (spin up / spin down), eV: 0.88 / 0.88

Structure (XYZ):
```
14
Properties=species:S:1:pos:R:3:forces:R:3
C -1.147 -1.338 -0.099 -1.10 1.14 0.13
C -0.240 1.759 -0.134 -0.15 0.05 0.42
N -0.547 0.454 -0.668 0.03 -1.63 0.31
N 0.556 -0.430 -0.498 1.90 0.13 -0.68
N 1.130 -0.560 0.837 -0.40 0.23 -0.43
H 1.326 -0.193 -1.152 -0.15 0.13 0.30
H 1.901 0.092 0.946 -0.04 -0.12 0.01
H 1.488 -1.507 0.924 -0.04 0.12 -0.06
H 0.709 2.122 -0.583 -0.16 -0.17 -0.02
H -1.747 -1.388 -0.995 -0.11 0.01 0.10
H -0.622 -2.275 0.083 0.44 0.34 0.04
H -1.657 -0.985 0.787 -0.27 -0.17 -0.05
H -0.111 1.800 0.959 0.00 -0.04 -0.08
H -1.039 2.449 -0.407 0.06 -0.01 -0.01
```
Forces are in eV/Å.

---

# 8
# C2H13NO3

A 4-piece molecular cluster, C2H13NO3 overall at a distorted geometry (ωB97M-V/def2-TZVPD, the Open Molecules 2025 dataset).

Values from the calculation:
Frontier orbital gap, eV: 9.6081
Energy above the lowest of the compared OMol25 structures with the same formula, charge and spin, kcal per mole: 52.2
2S+1: 1
Net charge: 0
Structure (SMILES): CNC.O.O.O
Energy, eV: -9915.948
LUMO energy, eV: 0.56

Structure (XYZ):
```
19
Properties=species:S:1:pos:R:3:forces:R:3
C 0.250 1.308 2.264 0.09 -0.08 -0.30
N 0.509 1.358 0.733 -1.02 1.91 3.23
C 1.565 0.505 0.252 -0.47 -0.38 -2.86
H -0.231 0.309 2.420 0.27 0.91 0.25
H 1.168 1.351 2.939 -0.69 -0.20 -1.16
H -0.403 2.160 2.696 0.71 -1.39 -1.33
H 0.691 2.346 0.500 0.01 -0.93 0.21
H 2.227 -0.005 0.949 0.27 0.70 0.33
H 2.056 1.166 -0.540 0.17 -1.43 1.09
H 1.083 -0.354 -0.312 0.82 0.85 0.52
O -0.685 -1.933 -0.435 4.14 3.33 -1.66
H -0.725 -0.914 -0.474 0.26 -2.32 0.12
H -1.525 -2.087 -0.175 -4.31 -1.12 1.44
O -2.736 -0.672 0.830 0.90 -1.36 0.31
H -3.397 -0.135 0.461 -1.38 1.16 -0.70
H -2.413 -0.220 1.601 0.23 0.34 0.46
O 1.198 -1.559 -4.720 0.76 -0.69 2.07
H 0.842 -1.504 -3.808 0.61 -0.31 -0.56
H 0.525 -1.119 -5.181 -1.39 0.97 -1.47
```
Forces are in eV/Å.